1.
Below is C4H9NS in the gas phase at a distorted geometry, with properties calculated with wB97M-V/def2-TZVPD.

Results
relative energy (zero: lowest compared OMol25 entry of this formula, charge and spin): 153.4 kJ/mol
SMILES string: C=C(CN)SC

Geometry as XYZ:
```
15
C4H9NS, DFT wB97M-V/def2-TZVPD
C 2.583 0.101 0.278
C -0.105 -0.171 -0.185
C -0.112 1.137 -0.436
C -1.356 -1.018 0.092
H 2.132 0.563 1.196
H 3.620 -0.289 0.696
H 2.808 0.873 -0.459
H -1.016 1.675 -0.457
H 0.857 1.636 -0.631
H -1.442 -1.882 -0.713
H -1.192 -1.510 1.019
H -2.852 0.187 0.807
H -2.631 0.269 -0.771
N -2.644 -0.394 -0.024
S 1.351 -1.175 -0.413
```

Results of the Mulliken charge analysis, in e, for atoms 1 through 4:
1. C -0.918
2. C 0.477
3. C -0.867
4. C -0.532

***

2.
Below is 2 unconnected molecules or ions with the total composition C5H12N2 at a distorted geometry, with properties calculated with wB97M-V/def2-TZVPD.

Results
relative energy (zero: lowest compared OMol25 entry of this formula, charge and spin): 250.8 kJ/mol

Geometry as XYZ:
```
19
C5H12N2, DFT wB97M-V/def2-TZVPD
C 0.437 -0.720 0.864
C 0.765 1.177 -1.832
C -0.465 -0.560 2.053
N 1.447 0.085 0.594
N 0.435 -1.940 0.242
C -0.518 1.382 -1.256
C -1.387 0.399 -0.883
H 1.389 0.592 -0.565
H 1.486 0.882 1.219
H -0.425 -2.462 0.223
H 1.074 -2.049 -0.531
H 1.294 2.051 -2.197
H 0.866 0.321 -2.496
H -0.664 2.357 -0.792
H -0.045 -1.103 2.908
H -0.577 0.490 2.315
H -1.456 -0.967 1.849
H -1.357 -0.571 -1.363
H -2.299 0.638 -0.354
```

Results of the Mulliken charge analysis, in e, for atoms 1 through 4:
1. C 0.655
2. C -1.009
3. C -1.280
4. N -0.682

***

Number 1: Kohn-Sham gap 9.39 eV, electronic energy -16617.8646 eV, HOMO level -8.538 eV. Number 2: Kohn-Sham gap 7.86 eV, electronic energy -8357.5372 eV, HOMO level -6.962 eV.